Record 1
{"formula": "C26H47Br10NO4P", "method": "ωB97M-V/def2-TZVPD", "e_tot_ha": -27455.79646, "total_charge": 1, "homo_lumo_gap_ha": 0.3091, "fmax_ev_per_a": 4.9, "species": ["C", "C", "C", "C", "O", "C", "C", "O", "C", "C", "C", "C", "C", "C", "C", "C", "C", "C", "P", "O", "O", "N", "H", "H", "H", "H", "H", "H", "H", "H", "H", "H", "H", "H", "H", "H", "H", "H", "H", "H", "H", "H", "H", "H", "H", "H", "H", "H", "H", "Br", "C", "C", "Br", "H", "H", "H", "H", "Br", "C", "C", "Br", "H", "H", "H", "H", "Br", "C", "C", "Br", "H", "H", "H", "H", "Br", "C", "C", "Br", "H", "H", "H", "H", "Br", "C", "C", "Br", "H", "H", "H", "H"], "xyz": [[2.061, 5.811, 0.467], [3.487, 5.127, 0.290], [3.360, 3.704, -0.393], [3.632, 2.535, 0.641], [2.483, 2.209, 1.455], [1.920, 0.954, 1.084], [1.457, 0.894, -0.439], [0.374, -0.055, -0.486], [-0.746, 0.644, 0.126], [-0.526, 0.902, 1.681], [-1.475, -0.106, 2.458], [-2.975, 0.295, 2.519], [-3.805, 0.740, 1.415], [-5.218, 1.129, 1.565], [-5.787, 1.049, 2.905], [-7.271, 1.494, 3.094], [-5.013, 0.571, 4.045], [-3.626, 0.204, 3.839], [-0.652, 2.724, 2.197], [0.094, 2.998, 3.685], [-2.218, 3.295, 2.125], [0.882, 0.468, 2.030], [1.687, 5.524, 1.484], [1.324, 5.449, -0.292], [2.212, 6.917, 0.455], [4.133, 5.794, -0.337], [4.003, 5.041, 1.285], [4.170, 3.652, -1.178], [2.390, 3.600, -0.937], [4.041, 1.636, 0.108], [4.407, 2.941, 1.351], [2.778, 0.217, 1.158], [1.120, 1.891, -0.817], [2.327, 0.482, -1.008], [-1.608, -0.068, 0.024], [-0.985, 1.568, -0.461], [-1.064, -0.205, 3.505], [-1.430, -1.135, 1.985], [-3.381, 0.841, 0.393], [-5.763, 1.482, 0.664], [-7.988, 0.991, 2.401], [-7.296, 2.603, 2.894], [-7.520, 1.371, 4.179], [-5.499, 0.527, 5.048], [-3.039, -0.166, 4.718], [0.967, 3.368, 3.438], [-2.360, 4.013, 2.777], [0.898, -0.569, 1.998], [1.150, 0.741, 2.987], [3.650, -2.061, -0.938], [4.476, -2.420, 0.791], [3.898, -3.653, 1.428], [2.134, -3.290, 2.185], [4.345, -1.526, 1.398], [5.536, -2.555, 0.577], [4.510, -3.973, 2.271], [3.782, -4.481, 0.734], [3.004, -2.959, -4.854], [2.185, -1.396, -5.685], [2.512, -0.142, -4.918], [1.448, -0.015, -3.289], [1.117, -1.594, -5.752], [2.604, -1.354, -6.689], [2.253, 0.743, -5.498], [3.557, -0.082, -4.620], [-8.903, 4.502, 4.597], [-9.757, 4.107, 6.301], [-8.753, 3.632, 7.316], [-8.236, 1.781, 6.984], [-10.542, 3.381, 6.102], [-10.209, 5.046, 6.617], [-9.188, 3.631, 8.315], [-7.838, 4.220, 7.324], [3.809, -8.800, -3.986], [3.919, -6.876, -4.260], [4.746, -6.214, -3.187], [3.749, -6.056, -1.520], [2.897, -6.503, -4.305], [4.390, -6.754, -5.235], [4.991, -5.190, -3.470], [5.663, -6.752, -2.958], [0.256, -5.523, -7.286], [1.813, -5.914, -8.390], [2.933, -4.945, -8.115], [2.601, -3.218, -8.955], [1.480, -5.903, -9.425], [2.108, -6.927, -8.117], [3.865, -5.300, -8.556], [3.087, -4.757, -7.056]], "lowdin_charge": [-0.11, -0.23, -0.16, -0.17, -0.13, -0.27, -0.24, -0.19, -0.14, -0.43, -0.13, -0.22, -0.04, -0.01, -0.23, -0.08, -0.02, -0.03, 0.95, -0.27, -0.25, 0.13, 0.06, 0.07, 0.07, 0.10, 0.10, 0.12, 0.10, 0.13, 0.13, 0.14, 0.12, 0.00, 0.13, 0.14, 0.12, 0.14, 0.09, 0.11, 0.09, 0.05, 0.01, 0.10, 0.11, 0.05, 0.08, 0.13, 0.18, 0.65, -0.67, -0.67, 0.63, 0.03, 0.07, 0.07, -0.03, 0.64, -0.67, -0.64, 0.78, 0.06, 0.01, 0.06, 0.06, 0.64, -0.69, -0.68, 0.63, 0.05, 0.06, 0.06, 0.05, 0.63, -0.72, -0.68, 0.65, 0.05, 0.05, 0.04, 0.06, 0.60, -0.69, -0.70, 0.64, 0.05, 0.06, 0.06, -0.02]}

=====

Record 2
{"formula": "C13H13N2", "method": "ωB97M-V/def2-TZVPD", "e_tot_ha": -612.22433, "total_charge": 1, "homo_lumo_gap_ha": 0.2673, "de_lowest_kj_mol": 513.5, "fmax_ev_per_a": 5.4, "species": ["C", "C", "N", "C", "C", "C", "N", "C", "C", "C", "C", "C", "C", "C", "C", "H", "H", "H", "H", "H", "H", "H", "H", "H", "H", "H", "H", "H"], "xyz": [[1.675, -0.328, 1.689], [1.994, -0.020, 0.471], [3.123, -0.253, -0.229], [4.178, -1.180, 0.085], [3.026, 0.293, -1.460], [1.852, 0.894, -1.642], [1.173, 0.778, -0.389], [0.097, 1.445, -0.188], [-0.978, 2.181, -0.047], [-2.317, 1.609, -0.478], [-2.874, 0.428, -0.097], [-4.069, -0.151, -0.642], [-4.289, -1.301, 0.002], [-3.190, -1.516, 0.969], [-2.316, -0.537, 0.807], [0.591, -0.106, 2.110], [2.325, -0.782, 2.304], [4.484, -1.719, -0.743], [5.067, -0.545, 0.417], [3.934, -1.686, 1.031], [3.690, 0.106, -2.238], [1.483, 1.346, -2.477], [-0.990, 3.319, 0.173], [-2.974, 2.159, -0.991], [-4.737, 0.163, -1.367], [-5.280, -1.923, -0.090], [-3.101, -2.369, 1.540], [-1.576, -0.304, 1.480]], "lowdin_charge": [0.15, -0.28, -0.09, 0.02, -0.01, 0.02, 0.07, 0.09, 0.05, 0.03, -0.24, -0.05, -0.04, -0.03, -0.06, 0.13, 0.03, 0.07, 0.13, 0.10, 0.13, 0.11, 0.17, 0.08, 0.10, 0.16, 0.09, 0.07]}